The molecule C20H17NO2 at a distorted geometry. Source: the Open Molecules 2025 dataset; level of theory: ωB97M-V/def2-TZVPD.

Its SMILES is CC1(C)C=Cc2ccc3nc4ccccc4c(C(=O)O)c3c2C1. Its LUMO energy is -1.00 eV. The energy above the lowest of the compared OMol25 structures with the same formula, charge and spin is 0.0 kcal per mole. As for the HOMO energy: -7.60 eV.

The geometry in ORCA input format:
```
! RIJCOSX wB97M-V def2-TZVPD def2/J DEFGRID3
* xyz 0 1
O 2.0182 1.0835 1.7167
N -0.2018 -3.2420 0.4364
O -0.0070 1.1860 2.7221
C 0.9102 0.5993 1.9087
C -0.6153 0.7372 -3.4033
C -0.4815 2.0911 -3.1973
C 0.9690 -4.1412 3.7349
C -0.9186 -1.4902 -2.6089
C 1.5436 -2.9282 4.1445
C -0.5807 -0.1987 -2.3034
C 0.3205 -4.1770 2.4967
C -0.8591 -2.4894 -1.6656
C 1.3258 -1.7507 3.3899
C -0.1420 0.1872 -1.0029
C 0.5399 -0.6801 1.3295
C 0.2902 -3.0544 1.6615
C -0.3425 -2.2011 -0.3851
C 0.7275 -1.7960 2.1460
C 0.0298 -0.8432 -0.0266
C 0.2955 4.0032 -1.7701
C -1.8953 2.9338 -1.3634
C 0.1849 1.6942 -0.7822
C -0.4589 2.6613 -1.7824
H 0.4367 1.9926 3.0131
H -0.8064 0.3807 -4.4082
H -0.5306 2.6943 -4.0777
H 1.0085 -5.0843 4.3333
H -1.1868 -1.7909 -3.6304
H 2.1053 -2.8398 5.0862
H -0.0941 -5.1241 2.1087
H -1.2278 -3.4764 -1.8955
H 1.7787 -0.8258 3.7960
H 0.2235 4.5063 -0.7875
H -0.0791 4.7058 -2.5661
H 1.3669 3.8582 -2.0011
H -1.8765 3.4234 -0.3560
H -2.4153 3.5877 -2.0561
H -2.4792 2.0186 -1.3313
H -0.1865 1.9936 0.1913
H 1.3102 1.7956 -0.8145
*
```

=====

C20H18ClIN2O7Ti as an isolated structure. Source: the Open Molecules 2025 dataset; level of theory: ωB97M-V/def2-TZVPD.

Its LUMO energy (alpha / beta) is 4.19 / 4.19 eV. The energy above the lowest of the compared OMol25 structures with the same formula, charge and spin is 9.0 kcal per mole. As for the HOMO energy (alpha / beta): 1.25 / 1.25 eV.

The geometry in ORCA input format:
```
! RIJCOSX wB97M-V def2-TZVPD def2/J DEFGRID3
* xyz -2 1
Ti -0.1764 -0.1173 -1.2755
O -1.9750 -3.8944 -1.2015
C -1.3808 -2.9361 -0.7192
O -0.5837 -2.1559 -1.3533
C -1.4689 -2.6836 0.7905
C -0.0668 -2.3670 1.3340
C -0.0418 -2.4565 2.8644
C -0.7782 -1.1505 3.2583
C -1.1191 -0.5756 1.8807
O 0.0256 -0.9556 1.1079
C -2.2468 -1.3930 1.2247
C -2.9072 -0.6108 0.0944
O -4.1265 -0.6049 -0.0137
O -2.1028 0.0592 -0.6666
H -1.9070 -3.5709 1.2465
H 0.7468 -2.8625 0.8108
H -0.5403 -3.3588 3.2233
H 0.9848 -2.4570 3.2301
H -1.6698 -1.3203 3.8640
H -0.1160 -0.4690 3.7918
H -1.2324 0.5052 1.8329
H -3.0331 -1.6446 1.9359
Cl 4.9349 2.2028 2.7673
C 3.9699 1.3705 1.5437
C 4.5411 0.2738 0.9022
C 3.8239 -0.4144 -0.0447
I 4.6458 -2.0672 -1.0203
C 2.5006 -0.0055 -0.3646
O 1.7174 -0.5994 -1.2451
C 1.9541 1.0963 0.2875
N 0.6604 1.3875 -0.1257
C 0.0442 2.4833 0.4957
C 0.6802 3.2096 1.4473
C 2.0079 2.9272 1.8815
C 2.6629 1.8441 1.2810
H 5.5480 -0.0302 1.1570
H -0.9615 2.7053 0.1704
H 0.1368 4.0411 1.8884
H 2.4938 3.5147 2.6467
N -2.2889 2.8704 -3.7954
C -1.6020 1.8357 -3.2275
O -1.0270 1.9771 -2.1635
C -1.5849 0.5128 -3.9262
C -0.3478 -0.2352 -3.4619
H -2.1902 3.7765 -3.3703
H -2.5696 2.8094 -4.7563
H -1.6880 0.6608 -5.0134
H -2.4880 -0.0116 -3.5898
H 0.5570 0.1802 -3.9183
H -0.4157 -1.2955 -3.7060
*
```

=====

The molecule C20H18ClN7O at a distorted geometry. Source: the Open Molecules 2025 dataset; level of theory: ωB97M-V/def2-TZVPD.

Its SMILES is Nc1ncnc2c1N=C(c1ccc(NC(=O)Nc3cccc(Cl)c3)cc1)CCN2. Its LUMO energy is -0.21 eV. The energy above the lowest of the compared OMol25 structures with the same formula, charge and spin is 0.0 kcal per mole. As for the HOMO energy: -8.10 eV.

The geometry in ORCA input format:
```
! RIJCOSX wB97M-V def2-TZVPD def2/J DEFGRID3
* xyz 0 1
O 2.9221 4.6480 0.9917
Cl 4.2830 4.2349 6.0870
N -1.3024 -1.8655 -1.2270
N -2.4731 -5.1944 -0.0946
N -3.0792 -4.9288 -2.3589
C 2.1087 3.7733 0.8003
C -0.8788 -1.0980 -2.2134
C -3.0984 -5.5969 -1.2169
C -1.7894 -4.0398 -0.2158
C -2.5349 -3.7457 -2.3931
C 1.5365 1.5050 5.0424
C 2.4437 2.2796 5.7536
C 0.8740 0.6901 -2.4880
C -0.7427 0.8707 -0.7393
C 1.4686 1.9047 -2.1134
C -0.1852 2.0671 -0.3244
C 1.2686 1.7925 3.7043
C 2.6992 3.7724 3.8580
C 3.0556 3.3997 5.1849
C -1.8385 -3.1849 -1.3194
C -0.2297 0.1231 -1.7946
C 0.9889 2.5428 -0.9578
C 1.8742 2.8941 3.1233
N -1.1207 -3.7670 0.8674
N 1.6915 3.6574 -0.4856
N 1.5351 3.0261 1.7728
N -2.7316 -3.1820 -3.6104
C -0.9016 -1.6092 -3.5960
C -2.3386 -1.8296 -3.9489
H -3.6932 -6.4923 -1.1534
H 1.0678 0.6636 5.5673
H 2.7553 1.9655 6.7401
H 1.2662 0.1219 -3.3390
H -1.6072 0.4945 -0.2783
H 2.3329 2.2469 -2.6894
H -0.5953 2.6323 0.5006
H 0.6015 1.1668 3.0975
H 3.1749 4.6477 3.3596
H -1.4711 -4.2547 1.6776
H -1.0555 -2.7600 0.9174
H 2.3583 4.0968 -1.1219
H 0.9938 2.2774 1.3435
H -3.4329 -3.6473 -4.1872
H -0.4599 -0.9153 -4.2999
H -0.3372 -2.5661 -3.7077
H -2.4600 -1.7264 -5.0261
H -2.9435 -1.0910 -3.4890
*
```

=====

C20H18IrN6O3 as an isolated structure at a distorted geometry. Source: the Open Molecules 2025 dataset; level of theory: ωB97M-V/def2-TZVPD.

As for the expectation value of S²: 0.7813. Its LUMO energy (alpha / beta) is -7.81 / -8.82 eV. The energy above the lowest of the compared OMol25 structures with the same formula, charge and spin is 17.9 kcal per mole. As for the HOMO energy (alpha / beta): -14.48 / -15.10 eV.

The geometry in ORCA input format:
```
! RIJCOSX wB97M-V def2-TZVPD def2/J DEFGRID3
* xyz 2 2
Ir 0.3878 1.1807 -1.7354
C 3.5134 1.4234 4.1492
C 2.5784 1.0398 3.0424
C 2.5327 -0.2700 2.5665
C 1.7115 -0.6169 1.5103
C 0.9022 0.3483 0.9196
N 0.0969 0.0295 -0.1886
C -0.7493 -1.0445 -0.1281
C -1.1935 -1.4878 1.1408
C -2.0345 -2.5623 1.2650
C -2.5171 -3.2345 0.1377
C -3.4805 -4.3693 0.2696
C -2.1301 -2.7705 -1.1229
C -1.2630 -1.7085 -1.2699
N -0.9227 -1.3175 -2.5878
C -0.9797 -2.0691 -3.7078
C -0.8864 -1.2336 -4.7915
C -0.7647 0.0416 -4.2517
N -0.7894 0.0005 -2.9203
C 0.9361 1.6660 1.3908
C 1.7700 2.0053 2.4361
N 0.0576 2.6448 0.8428
C -0.4459 3.7399 1.4470
C -1.1396 4.4712 0.5122
C -1.0123 3.7544 -0.6725
N -0.2877 2.6556 -0.4732
H 3.6438 0.6040 4.8540
H 3.1457 2.2876 4.6997
H 4.4923 1.6741 3.7367
H 3.1659 -1.0234 3.0162
H 1.7088 -1.6256 1.1174
H -0.8760 -0.9479 2.0209
H -2.3543 -2.8738 2.2508
H -3.2973 -4.9307 1.1844
H -3.4116 -5.0528 -0.5749
H -4.5023 -3.9847 0.3114
H -2.5421 -3.2434 -2.0032
H -1.1043 -3.1359 -3.6405
H -0.8977 -1.5159 -5.8290
H -0.6377 0.9879 -4.7543
H 1.8133 3.0299 2.7810
H -0.2869 3.8970 2.5002
H -1.6713 5.3916 0.6733
H -1.4130 3.9599 -1.6520
O 2.3226 1.7835 -1.2048
N 2.8616 1.0454 -2.1233
O 4.0044 0.9354 -2.3056
O 1.9459 0.4210 -2.8388
*
```

=====

C20H18N2O6S as an isolated structure at a distorted geometry. Source: the Open Molecules 2025 dataset; level of theory: ωB97M-V/def2-TZVPD.

Its LUMO energy is -1.19 eV. The energy above the lowest of the compared OMol25 structures with the same formula, charge and spin is 387.7 kcal per mole. As for the HOMO energy: -7.46 eV.

The geometry in ORCA input format:
```
! RIJCOSX wB97M-V def2-TZVPD def2/J DEFGRID3
* xyz 0 1
C -7.7473 -0.1673 0.8851
H -7.7115 -0.9654 0.0407
O -6.7417 0.9366 0.3853
C -5.5484 0.4954 0.1904
C -5.0294 -0.9170 0.2090
C -3.7647 -1.0497 0.1895
C -2.9578 -0.0450 -0.0763
C -3.4454 1.3884 -0.5165
C -4.8149 1.6292 -0.2639
O -5.3402 2.7611 -0.2937
C -4.6638 4.1242 -0.6294
H -5.4012 4.8614 -0.7692
H -3.7930 3.9407 -0.0290
H -4.1385 3.8885 -1.6032
H -2.7809 2.1577 -0.8148
C -1.5385 -0.1049 -0.3684
C -0.6250 -1.3138 -0.3187
C 0.7219 -1.0995 -0.6037
O 1.4420 0.0456 -1.1692
N 1.3770 -2.1947 -0.3383
C 0.6268 -3.2963 -0.0608
O 0.9673 -4.2879 0.4495
S -1.0325 -2.6662 0.2327
C 2.7820 -2.2608 -0.4251
H 3.1813 -3.0521 -0.3413
H 3.1931 -2.3209 -1.6699
C 3.4422 -1.2552 0.0976
O 3.0880 -0.5672 1.1628
N 4.2756 -0.4475 -0.5225
C 5.0537 0.7252 -0.1117
C 6.4163 0.8711 -0.1452
C 7.0583 1.8542 0.2091
C 6.4098 3.0552 0.7113
C 4.9818 2.9050 0.5731
C 4.2618 1.8497 0.1509
O 3.0037 2.2415 0.0686
H 2.5632 1.2407 -0.4793
H 4.4352 3.9324 1.1202
H 6.8835 3.9374 1.0551
H 8.0510 1.9914 0.4947
H 7.0222 -0.2148 -0.2064
H 4.5812 -0.7665 -1.2325
H -1.0451 0.7743 -0.8050
H -3.3664 -2.0998 0.2838
H -5.7824 -1.5086 0.5810
H -8.6098 0.2569 0.8855
H -7.4334 -0.7165 1.8046
*
```

=====

The molecule C20H18N4O2 at a distorted geometry. Source: the Open Molecules 2025 dataset; level of theory: ωB97M-V/def2-TZVPD.

Its SMILES is COCC#Cc1nccnc1OC1CN(c2ccc3ccccc3n2)C1. Its LUMO energy is 0.10 eV. The energy above the lowest of the compared OMol25 structures with the same formula, charge and spin is 142.6 kcal per mole. As for the HOMO energy: -8.07 eV.

The geometry in ORCA input format:
```
! RIJCOSX wB97M-V def2-TZVPD def2/J DEFGRID3
* xyz 0 1
C 1.4273 -1.0495 -0.4605
C 1.9768 -0.5010 0.4741
N 0.5087 -2.9451 -1.6174
N -0.3730 -1.2582 -3.7501
N -1.6670 0.0661 0.1949
O 2.8298 1.5781 1.4057
O 0.6958 0.5616 -2.7140
C -0.1579 -3.4154 -2.6775
C -0.6594 -2.5716 -3.6910
C 0.7420 -1.6093 -1.6059
C 0.3637 -0.7802 -2.6870
C -1.5742 1.3692 0.0965
C -1.4753 -2.6142 2.6350
C -1.3361 2.1747 1.2269
C -1.2475 -1.8673 3.8137
C -1.5430 -1.9281 1.3943
C -1.2007 1.5972 2.4928
C -1.1872 -0.4720 3.7838
C -1.4675 -0.5355 1.3526
C -1.2761 0.1909 2.5468
N -1.6428 1.9594 -1.1571
C 3.9918 1.8011 0.5890
C 2.5726 0.1864 1.6514
C -1.8087 1.2028 -2.3897
C -0.3327 2.5012 -1.5901
C -0.3227 1.5475 -2.8194
H -0.3311 -4.4462 -2.8208
H -1.2639 -3.0622 -4.4585
H -1.5711 -3.7247 2.6940
H -1.2542 3.2644 1.1466
H -1.2395 -2.4007 4.7638
H -1.6532 -2.4773 0.4638
H -1.0643 2.2383 3.3965
H -1.1353 0.1352 4.6978
H 4.8962 1.6715 1.1956
H 4.0567 1.1775 -0.3092
H 3.9455 2.8354 0.2183
H 1.8785 0.1241 2.4911
H 3.4966 -0.3114 1.9269
H -2.5934 1.6019 -3.0168
H -1.9904 0.1205 -2.2894
H -0.3620 3.5165 -1.9405
H 0.5602 2.4329 -0.9145
H -0.2120 2.1156 -3.7427
*
```

=====

C20H19BCdF2IN3O3 as an isolated structure. Source: the Open Molecules 2025 dataset; level of theory: ωB97M-V/def2-TZVPD.

Its LUMO energy is 4.50 eV. The energy above the lowest of the compared OMol25 structures with the same formula, charge and spin is 31.7 kcal per mole. As for the HOMO energy: -1.60 eV.

The geometry in ORCA input format:
```
! RIJCOSX wB97M-V def2-TZVPD def2/J DEFGRID3
* xyz -2 1
Cd 2.5335 -1.7884 0.5712
O 6.1918 0.3806 -0.0144
C 5.0032 0.0537 -0.0625
O 4.5293 -1.1171 -0.1544
C 3.9939 1.2082 -0.0002
C 4.3908 2.3987 0.6623
C 3.5108 3.4297 0.7544
C 2.2436 3.3164 0.1354
C 1.2708 4.3424 0.1662
C 0.0677 4.1754 -0.4604
C -0.2081 2.9827 -1.1640
C 0.7200 1.9816 -1.2194
C 1.9563 2.1117 -0.5460
N 2.8259 1.0597 -0.5652
H 5.3844 2.4321 1.0852
H 3.7619 4.3412 1.2875
H 1.4936 5.2575 0.7054
H -0.6824 4.9559 -0.4155
H -1.1698 2.8473 -1.6430
H 0.5059 1.0613 -1.7508
I 2.8988 -4.4194 -0.2920
C -1.2067 -3.4025 -1.3656
C -1.4814 -2.8765 0.0439
C -2.9718 -2.5979 0.2311
C -1.0401 -3.9152 1.0719
O -0.6324 -1.7534 0.3070
H -1.7393 -4.3441 -1.5322
H -0.1359 -3.5836 -1.4786
H -1.5167 -2.6674 -2.1058
H -3.5201 -3.5302 0.0619
H -3.3526 -1.8501 -0.4648
H -3.1732 -2.2557 1.2462
H -1.6025 -4.8437 0.9384
H -1.2105 -3.5343 2.0808
H 0.0229 -4.1345 0.9565
F 1.7477 0.4877 2.7124
B 1.6284 -0.8179 2.4030
F 0.9424 -1.4818 3.3509
N -5.6896 1.7607 -1.7246
C -4.6947 1.2992 -1.3397
C -3.4925 0.7404 -0.8745
C -3.0993 0.7751 0.5086
C -1.9291 0.2444 0.8894
C -0.9897 -0.3987 -0.0903
N -1.3849 -0.3095 -1.4754
C -2.5472 0.1918 -1.7701
H -3.7579 1.2393 1.2362
H -1.6010 0.2864 1.9227
H 0.0048 0.0576 0.0141
H -2.7996 0.2029 -2.8331
*
```

=====

C20H19Cl2FI2N6OS2Sn as an isolated structure. Source: the Open Molecules 2025 dataset; level of theory: ωB97M-V/def2-TZVPD.

Its LUMO energy is 0.38 eV. The energy above the lowest of the compared OMol25 structures with the same formula, charge and spin is 20.1 kcal per mole. As for the HOMO energy: -7.44 eV.

The geometry in ORCA input format:
```
! RIJCOSX wB97M-V def2-TZVPD def2/J DEFGRID3
* xyz 0 1
Sn -0.1976 0.4863 0.2676
I 5.0385 -2.7197 5.6073
C 3.4796 -1.8226 4.5363
C 2.9151 -0.6437 4.9968
C 1.8858 -0.0679 4.2738
I 1.0018 1.6979 4.9549
C 1.3837 -0.6286 3.0819
O 0.3756 -0.0973 2.4407
C 1.9911 -1.8279 2.6404
C 1.5155 -2.4615 1.3627
N 1.7285 -1.5788 0.2028
C 3.1173 -1.1962 0.0001
C 3.2638 0.1066 -0.7458
C 4.4115 0.3533 -1.4924
C 4.5735 1.5895 -2.0893
C 3.5815 2.5458 -1.9294
C 2.4625 2.2166 -1.1875
N 2.3042 1.0230 -0.6075
C 3.0214 -2.4062 3.3667
H 3.2667 -0.1804 5.9078
H 2.0241 -3.4251 1.2324
H 0.4408 -2.6551 1.4231
H 1.3776 -2.0386 -0.6303
H 3.5655 -1.0396 0.9854
H 3.7073 -1.9763 -0.4965
H 5.1605 -0.4209 -1.5952
H 5.4594 1.8028 -2.6734
H 3.6661 3.5264 -2.3760
H 1.6431 2.9097 -1.0423
H 3.4724 -3.3235 3.0069
N -1.9473 -1.9586 2.9459
C -2.8402 -1.7643 1.9550
N -2.6309 -0.9767 0.9337
C -3.7141 -0.9830 0.0740
C -4.7351 -1.7972 0.4255
S -4.3700 -2.6004 1.9088
C -3.6969 -0.0701 -1.0759
C -4.7517 0.2417 -1.8663
S -4.3033 1.4604 -3.0034
C -2.6998 1.4622 -2.3281
N -2.5249 0.6006 -1.3721
N -1.6981 2.2751 -2.7759
H -1.1725 -1.2874 2.9763
H -2.2520 -2.3826 3.8033
H -5.6692 -1.9675 -0.0817
H -5.7612 -0.1295 -1.8244
H -1.9911 3.0727 -3.3163
H -1.0428 2.4996 -2.0176
F -0.3000 2.5012 -0.3989
Cl 0.5236 -0.7436 -2.9647
C -0.8027 -1.0253 -4.1052
Cl -1.1531 -2.7453 -4.3056
H -0.5096 -0.6171 -5.0641
H -1.6833 -0.5357 -3.7093
*
```